--- a ---
Entry from OMol25: 2 unconnected molecules or ions with the total composition C3H5NO4 (ωB97M-V/def2-TZVPD).

- HOMO level: -8.6 eV
- HOMO-LUMO gap: 9.210 eV
- LUMO level: 0.575 eV

ORCA input file:
```
! RIJCOSX wB97M-V def2-TZVPD def2/J DEFGRID3
* xyz 0 1
C 1.25 -2.44 0.12
C -2.06 0.68 -0.42
C 0.01 -0.11 0.02
N 1.19 0.48 -0.03
O 2.04 0.28 1.13
O 1.36 -3.19 -0.76
O 1.78 1.19 -0.89
O -0.89 0.09 -0.85
H 2.45 1.16 1.22
H -1.98 1.68 -0.67
H -1.97 0.66 0.69
H -2.90 -0.01 -0.58
H -0.29 -0.48 1.02
*
```

Mulliken population analysis, charges in e, atoms 1 to 4:
1 C 0.251
2 C -0.630
3 C -0.345
4 N 0.557

--- b ---
Entry from OMol25: a molecular structure, C3H5NO4 (ωB97M-V/def2-TZVPD).

- HOMO level: -10.2 eV
- HOMO-LUMO gap: 9.759 eV
- LUMO level: -0.391 eV

ORCA input file:
```
! RIJCOSX wB97M-V def2-TZVPD def2/J DEFGRID3
* xyz 0 1
C 0.84 0.93 -0.41
C -0.05 0.04 0.49
C -0.67 -1.04 -0.08
H 0.41 2.57 0.66
H 1.85 3.04 -0.38
H 0.86 -0.30 1.44
H -1.68 -0.14 1.61
H 0.84 -1.45 -1.24
N 0.94 2.21 -0.07
O 1.41 0.43 -1.40
O -0.89 0.60 1.49
O -0.20 -1.76 -1.04
O -1.52 -1.61 0.75
*
```

Mulliken population analysis, charges in e, atoms 1 to 4:
1 C 0.581
2 C 0.186
3 C 0.545
4 H 0.239

In order of decreasing stability: b, a.

--- a ---
Entry from OMol25: a gas-phase ion, C5H9N2 (charge +1) (ωB97M-V/def2-TZVPD).

- HOMO level: -13.8 eV
- HOMO-LUMO gap: 8.591 eV
- LUMO level: -5.179 eV

ORCA input file:
```
! RIJCOSX wB97M-V def2-TZVPD def2/J DEFGRID3
* xyz 1 1
C 2.02 -0.89 -0.03
C -0.81 1.86 0.47
C -0.18 1.10 -0.44
C -0.45 -0.37 -0.33
C -1.79 -0.91 -0.14
N 2.19 0.36 0.13
N 0.63 -1.19 -0.06
H 2.74 -1.76 -0.16
H -1.63 1.66 1.14
H -0.32 2.81 0.63
H 0.58 1.23 -1.16
H -1.98 -0.46 0.88
H -2.04 -1.95 -0.18
H -2.42 -0.25 -0.80
H 2.97 0.89 -0.01
H 0.51 -2.13 0.05
*
```

Mulliken population analysis, charges in e, atoms 1 to 4:
1 C 0.054
2 C -0.731
3 C -0.103
4 C 0.624

--- b ---
Entry from OMol25: a molecular structure, C5H9N2 (ωB97M-V/def2-TZVPD).

- HOMO level: -14.7 eV
- HOMO-LUMO gap: 11.171 eV
- LUMO level: -3.488 eV

ORCA input file:
```
! RIJCOSX wB97M-V def2-TZVPD def2/J DEFGRID3
* xyz 1 1
C -0.16 -2.09 0.38
C -1.49 0.15 0.67
C -0.16 -0.73 1.02
C 0.40 -0.33 -0.31
C 1.78 0.49 -0.57
N 0.26 -1.71 -0.78
N -0.89 0.54 -0.67
H -0.23 -3.17 0.69
H -2.37 -0.42 0.45
H -1.68 0.93 1.39
H 0.35 -0.68 2.02
H 1.89 1.28 0.18
H 1.51 0.89 -1.68
H 2.57 -0.27 -0.65
H -1.37 0.30 -1.62
H -0.59 1.59 -0.69
*
```

Mulliken population analysis, charges in e, atoms 1 to 4:
1 C -0.315
2 C -0.711
3 C 0.051
4 C 0.756

--- c ---
Entry from OMol25: a gas-phase ion, C5H9N2 (charge +1) (ωB97M-V/def2-TZVPD).

- HOMO level (spin up / spin down): -12.5 / -13.6 eV
- HOMO-LUMO gap (spin up / spin down): 6.229 / 9.400 eV
- LUMO level (spin up / spin down): -6.254 / -4.210 eV

ORCA input file:
```
! RIJCOSX wB97M-V def2-TZVPD def2/J DEFGRID3
* xyz 1 1
C -0.87 -0.25 0.22
C -3.30 -0.46 -0.01
C 1.26 -1.88 -0.10
C 1.46 -0.47 0.20
C 0.42 1.78 -0.07
N -2.06 -0.21 0.05
N 0.28 0.34 0.10
H -3.68 -1.08 -0.80
H -3.98 0.01 0.69
H 2.03 -2.58 0.16
H 0.35 -2.25 -0.53
H 1.87 -0.37 1.22
H 2.27 -0.07 -0.44
H -0.47 2.28 0.30
H 0.55 2.03 -1.12
H 1.28 2.14 0.50
*
```

Mulliken population analysis, charges in e, atoms 1 to 4:
1 C 0.285
2 C -0.185
3 C -0.965
4 C -0.143

--- d ---
Entry from OMol25: 2 unconnected molecules or ions with the total composition C5H9N2 (ωB97M-V/def2-TZVPD).

- HOMO level: -12.2 eV
- HOMO-LUMO gap: 4.310 eV
- LUMO level: -7.871 eV

ORCA input file:
```
! RIJCOSX wB97M-V def2-TZVPD def2/J DEFGRID3
* xyz 1 1
C -0.10 -1.36 -1.78
C 1.09 -3.08 -0.63
C -0.36 3.00 0.97
C -0.75 1.67 1.67
C 1.00 -1.59 -0.81
N -0.15 -2.25 -0.68
N -0.27 1.72 0.33
H -0.81 -0.46 -1.70
H -0.05 -1.73 -2.82
H 1.27 -3.82 -1.45
H 1.08 -3.50 0.48
H -1.18 3.53 0.60
H 0.40 3.65 1.47
H -0.03 1.19 2.24
H -1.75 1.65 1.89
H 0.63 1.38 0.22
*
```

Mulliken population analysis, charges in e, atoms 1 to 4:
1 C -0.156
2 C -0.144
3 C -0.404
4 C -0.389

In order of decreasing stability: a, b, c, d.

--- a ---
Entry from OMol25: a gas-phase ion, C5H9N2 (charge +1) (ωB97M-V/def2-TZVPD).

- HOMO level: -14.8 eV
- HOMO-LUMO gap: 8.894 eV
- LUMO level: -5.890 eV

ORCA input file:
```
! RIJCOSX wB97M-V def2-TZVPD def2/J DEFGRID3
* xyz 1 1
C -0.03 -0.94 0.32
C 1.06 1.08 -0.22
C 2.07 -0.06 -0.07
C -0.19 0.49 0.47
C -2.59 -0.23 -0.01
N -1.21 -0.35 -0.35
N 1.20 -1.28 0.00
H 1.49 2.05 0.33
H 0.84 1.15 -1.33
H 2.64 -0.11 -0.92
H 2.71 0.06 0.73
H -0.73 0.73 1.44
H -2.77 -0.50 1.04
H -2.91 0.78 -0.20
H -3.09 -0.74 -0.91
H 1.50 -2.15 -0.31
*
```

Mulliken population analysis, charges in e, atoms 1 to 4:
1 C 0.445
2 C -0.564
3 C -0.641
4 C -0.234

--- b ---
Entry from OMol25: a gas-phase ion, C5H9N2 (charge +1) (ωB97M-V/def2-TZVPD).

- HOMO level (spin up / spin down): -12.7 / -12.7 eV
- HOMO-LUMO gap (spin up / spin down): 8.122 / 8.122 eV
- LUMO level (spin up / spin down): -4.608 / -4.609 eV

ORCA input file:
```
! RIJCOSX wB97M-V def2-TZVPD def2/J DEFGRID3
* xyz 1 1
C -1.42 -0.72 -0.84
C -3.04 -2.71 -1.42
C -0.57 0.43 -0.59
C 1.79 0.05 -0.18
C 0.50 1.57 1.27
N -2.21 -1.74 -1.08
N 0.46 0.34 0.43
H -2.99 -3.64 -0.89
H -0.61 1.30 -1.21
H 2.51 -0.19 0.60
H 1.70 -0.79 -0.86
H 2.12 0.92 -0.73
H 1.47 2.05 1.22
H -0.25 2.28 0.93
H 0.30 1.33 2.32
H 0.23 -0.46 1.03
*
```

Mulliken population analysis, charges in e, atoms 1 to 4:
1 C 0.307
2 C -0.102
3 C -0.643
4 C -0.994

In order of decreasing stability: a, b.

--- a ---
Entry from OMol25: a gas-phase ion, C5H9N2 (charge +1) (ωB97M-V/def2-TZVPD).

- HOMO level: -13.6 eV
- HOMO-LUMO gap: 10.317 eV
- LUMO level: -3.324 eV

ORCA input file:
```
! RIJCOSX wB97M-V def2-TZVPD def2/J DEFGRID3
* xyz 1 1
C 1.38 0.55 -0.80
C 0.88 0.22 0.66
C 0.14 -1.07 0.63
C -0.70 -0.59 -0.50
C -0.66 0.27 0.72
N -1.82 0.86 1.40
N 0.29 -0.07 -1.52
H 1.18 1.66 -0.92
H 2.41 0.14 -1.24
H 1.51 0.31 1.51
H 0.22 -2.02 1.06
H -1.60 -1.23 -0.76
H -2.22 -0.02 1.72
H -1.42 1.27 2.22
H -0.22 0.63 -2.13
H 0.64 -0.91 -2.05
*
```

Mulliken population analysis, charges in e, atoms 1 to 4:
1 C -0.631
2 C -0.346
3 C -0.635
4 C -0.436

--- b ---
Entry from OMol25: 2 unconnected molecules or ions with the total composition C5H9N2 (ωB97M-V/def2-TZVPD).

- HOMO level: -13.9 eV
- HOMO-LUMO gap: 9.131 eV
- LUMO level: -4.720 eV

ORCA input file:
```
! RIJCOSX wB97M-V def2-TZVPD def2/J DEFGRID3
* xyz 1 1
C -1.69 1.38 -0.68
C 3.80 -0.11 -0.23
C 1.43 0.09 0.45
C -1.59 0.20 -0.16
C -2.29 -0.92 0.39
N 2.74 0.43 0.04
N 0.49 -0.46 -0.22
H -0.91 2.02 -1.02
H -2.73 1.73 -1.01
H 4.63 0.50 -0.50
H 3.96 -1.18 -0.01
H 1.31 0.35 1.51
H -3.32 -0.48 0.17
H -2.40 -1.24 1.39
H -2.21 -1.87 -0.23
H 0.56 -0.71 -1.14
*
```

Mulliken population analysis, charges in e, atoms 1 to 4:
1 C -0.542
2 C -0.184
3 C 0.052
4 C 0.501

In order of decreasing stability: a, b.

--- a ---
Entry from OMol25: 2 unconnected molecules or ions with the total composition C5H9N2 (ωB97M-V/def2-TZVPD).

- HOMO level (spin up / spin down): -13.6 / -13.2 eV
- HOMO-LUMO gap (spin up / spin down): 8.746 / 7.402 eV
- LUMO level (spin up / spin down): -4.810 / -5.836 eV

ORCA input file:
```
! RIJCOSX wB97M-V def2-TZVPD def2/J DEFGRID3
* xyz 1 1
C -2.22 -0.77 -0.18
C -1.68 -1.00 -1.36
C 0.91 -0.61 1.45
C 1.47 -1.24 0.30
C -0.25 1.82 -0.55
N -0.01 -1.19 0.47
N -0.86 -0.47 -0.29
H -3.17 -0.81 0.36
H -1.70 -1.56 -2.29
H 0.87 -1.23 2.44
H 1.09 0.41 1.78
H 1.87 -0.49 -0.42
H 1.94 -2.24 0.34
H -1.29 1.70 -0.70
H 0.19 1.92 0.50
H 0.40 1.81 -1.39
*
```

Mulliken population analysis, charges in e, atoms 1 to 4:
1 C -0.038
2 C -0.144
3 C -0.425
4 C -0.217

--- b ---
Entry from OMol25: a gas-phase ion, C5H9N2 (charge +1) (ωB97M-V/def2-TZVPD).

- HOMO level (spin up / spin down): -12.1 / -12.1 eV
- HOMO-LUMO gap (spin up / spin down): 7.890 / 7.891 eV
- LUMO level (spin up / spin down): -4.189 / -4.189 eV

ORCA input file:
```
! RIJCOSX wB97M-V def2-TZVPD def2/J DEFGRID3
* xyz 1 1
C 0.34 -0.84 0.25
C 1.31 1.40 0.11
C -2.06 -0.22 0.27
C -3.33 0.12 -0.23
C 2.53 -0.56 -0.16
N -0.92 -0.50 0.34
N 1.26 0.11 0.05
H 0.70 -1.70 0.72
H 2.27 1.74 -0.18
H 0.45 1.97 0.41
H -3.79 -0.72 -0.92
H -3.19 1.12 -0.69
H -4.02 0.24 0.67
H 2.33 -1.53 -0.59
H 3.11 -0.08 -0.92
H 3.01 -0.55 0.88
*
```

Mulliken population analysis, charges in e, atoms 1 to 4:
1 C -0.259
2 C -0.165
3 C 0.393
4 C -0.824

--- c ---
Entry from OMol25: a gas-phase ion, C5H9N2 (charge +1) (ωB97M-V/def2-TZVPD).

- HOMO level: -14.2 eV
- HOMO-LUMO gap: 7.408 eV
- LUMO level: -6.799 eV

ORCA input file:
```
! RIJCOSX wB97M-V def2-TZVPD def2/J DEFGRID3
* xyz 1 1
C 1.30 -1.53 0.32
C 0.86 0.81 0.20
C 0.27 -0.50 0.38
C 0.28 1.70 -0.94
C -1.16 -0.90 0.35
N 2.35 0.47 0.04
N 2.58 -0.71 0.18
H 1.14 -2.41 1.07
H 1.22 -2.09 -0.60
H 0.78 1.48 1.01
H 0.94 2.62 -0.88
H -0.75 1.73 -0.64
H 0.45 1.17 -1.83
H -1.56 -0.07 -0.36
H -1.60 -0.76 1.36
H -1.33 -1.93 0.07
*
```

Mulliken population analysis, charges in e, atoms 1 to 4:
1 C -0.637
2 C -0.104
3 C 0.819
4 C -1.203

In order of decreasing stability: b, c, a.

--- a ---
Entry from OMol25: 2 unconnected molecules or ions with the total composition C6H4O (ωB97M-V/def2-TZVPD).

- HOMO level: -9.1 eV
- HOMO-LUMO gap: 8.729 eV
- LUMO level: -0.344 eV

ORCA input file:
```
! RIJCOSX wB97M-V def2-TZVPD def2/J DEFGRID3
* xyz 0 1
C 0.45 1.99 -0.39
C 0.71 0.94 -1.12
C 0.84 -0.24 -1.62
C 0.59 -1.42 -1.05
O 0.54 -2.54 -0.80
C -0.60 -0.51 0.96
C -1.23 -1.38 1.50
H 1.17 2.37 0.33
H -0.17 0.42 0.62
H -0.52 2.48 -0.44
H -1.79 -2.12 2.02
*
```

Mulliken population analysis, charges in e, atoms 1 to 4:
1 C -0.638
2 C 0.360
3 C -0.939
4 C 0.925

--- b ---
Entry from OMol25: a single C6H4O molecule (ωB97M-V/def2-TZVPD).

- HOMO level: -10.1 eV
- HOMO-LUMO gap: 10.226 eV
- LUMO level: 0.137 eV

ORCA input file:
```
! RIJCOSX wB97M-V def2-TZVPD def2/J DEFGRID3
* xyz 0 1
C 0.33 1.80 1.73
C 0.27 0.67 0.82
C 0.19 -0.31 0.12
C -0.02 -1.55 -0.58
O 0.76 -2.48 -0.57
C -1.28 -1.54 -1.40
C -0.90 -1.42 -2.56
H 1.35 2.20 1.79
H 0.03 1.46 2.72
H -0.35 2.59 1.41
H -0.38 -1.42 -3.48
*
```

Mulliken population analysis, charges in e, atoms 1 to 4:
1 C -1.209
2 C 1.013
3 C -0.084
4 C 0.111

In order of decreasing stability: b, a.

--- a ---
Entry from OMol25: a single C6H4O molecule (ωB97M-V/def2-TZVPD).

- HOMO level: -10.5 eV
- HOMO-LUMO gap: 9.332 eV
- LUMO level: -1.122 eV

ORCA input file:
```
! RIJCOSX wB97M-V def2-TZVPD def2/J DEFGRID3
* xyz 0 1
C 1.01 0.06 -1.55
C 0.15 -0.63 -0.52
C -0.61 -1.68 -0.65
C 0.28 -0.11 0.90
O 1.37 0.13 1.36
C -0.95 0.16 1.62
C -1.96 0.48 2.19
H 0.91 -0.39 -2.54
H 2.05 0.04 -1.23
H 0.70 1.11 -1.62
H -2.86 0.76 2.70
*
```

Mulliken population analysis, charges in e, atoms 1 to 4:
1 C -1.045
2 C 0.460
3 C -0.279
4 C 0.089

--- b ---
Entry from OMol25: a single C6H4O molecule (ωB97M-V/def2-TZVPD).

- HOMO level: -9.8 eV
- HOMO-LUMO gap: 9.137 eV
- LUMO level: -0.665 eV

ORCA input file:
```
! RIJCOSX wB97M-V def2-TZVPD def2/J DEFGRID3
* xyz 0 1
C 2.53 0.05 -0.26
C 1.88 0.36 0.80
C 0.55 0.17 0.89
C -0.52 1.08 0.44
C -1.16 0.35 -0.48
C -0.51 -1.01 -0.50
O 0.08 -1.10 0.81
H 0.39 -0.94 -1.16
H -0.57 2.14 0.65
H -1.88 0.69 -1.22
H -1.10 -1.90 -0.72
*
```

Mulliken population analysis, charges in e, atoms 1 to 4:
1 C -0.336
2 C -0.167
3 C 0.438
4 C -0.346

In order of decreasing stability: a, b.

--- a ---
Entry from OMol25: a single C6H4O molecule (ωB97M-V/def2-TZVPD).

- HOMO level: -10.5 eV
- HOMO-LUMO gap: 9.455 eV
- LUMO level: -1.007 eV

ORCA input file:
```
! RIJCOSX wB97M-V def2-TZVPD def2/J DEFGRID3
* xyz 0 1
C -2.34 -0.15 -0.73
C -1.00 0.13 -0.22
C 0.10 0.38 0.21
C 1.43 0.70 0.68
O 1.73 1.78 1.13
C 2.19 -1.64 0.84
C 2.46 -0.39 0.56
H -2.65 0.63 -1.43
H -3.06 -0.16 0.10
H -2.37 -1.12 -1.24
H 3.49 -0.10 0.36
*
```

Mulliken population analysis, charges in e, atoms 1 to 4:
1 C -1.261
2 C 1.247
3 C -0.313
4 C 0.014

--- b ---
Entry from OMol25: a single C6H4O molecule (ωB97M-V/def2-TZVPD).

- HOMO level: -8.6 eV
- HOMO-LUMO gap: 9.517 eV
- LUMO level: 0.956 eV

ORCA input file:
```
! RIJCOSX wB97M-V def2-TZVPD def2/J DEFGRID3
* xyz 0 1
C 2.96 0.02 0.10
C 1.80 0.11 0.41
C 0.39 0.05 0.42
C -0.56 1.00 0.23
C -1.75 0.30 -0.15
C -1.41 -1.02 -0.14
O -0.13 -1.19 0.21
H 3.76 -0.14 -0.56
H -0.40 2.07 0.29
H -2.70 0.72 -0.43
H -1.95 -1.93 -0.38
*
```

Mulliken population analysis, charges in e, atoms 1 to 4:
1 C -0.262
2 C -0.366
3 C 0.376
4 C -0.358

--- c ---
Entry from OMol25: a single C6H4O molecule (ωB97M-V/def2-TZVPD).

- HOMO level: -8.9 eV
- HOMO-LUMO gap: 8.655 eV
- LUMO level: -0.249 eV

ORCA input file:
```
! RIJCOSX wB97M-V def2-TZVPD def2/J DEFGRID3
* xyz 0 1
C -0.73 1.90 0.56
C -1.04 1.94 -0.82
C -0.98 0.74 -0.03
C -0.84 -0.64 0.36
C 0.33 -1.28 0.22
C 1.39 -0.76 -0.67
O 1.19 0.01 -1.58
H -0.40 2.31 1.49
H -1.64 -1.06 0.97
H 0.52 -2.18 0.78
H 2.42 -1.14 -0.48
*
```

Mulliken population analysis, charges in e, atoms 1 to 4:
1 C 0.050
2 C -0.795
3 C 0.393
4 C -0.232

In order of decreasing stability: b, c, a.